137
Properties=species:S:1:pos:R:3:mulliken_charge:R:1 method="wB97M-V/def2-TZVPD" e_tot_ha=-7275.35869 gap_ha=0.2550 charge=-1 molar_mass_g_mol=1106.37 homo_energy_ha=-0.1944 e_lumo_ev=1.65
C -2.327 -1.656 2.927 -0.8773
C -2.243 -2.479 1.636 -0.5803
N -0.979 -2.363 0.916 -0.3010
P -0.783 -1.526 -0.591 0.6411
S -2.190 0.051 0.072 -0.1788
Cl 0.977 -0.398 0.330 -0.3456
Br 0.859 -3.321 -1.182 -0.3960
C -0.464 -0.775 -2.313 -1.1376
C 0.476 0.395 -2.556 -1.5534
N 0.032 1.736 -2.088 0.7207
C 1.031 2.531 -1.345 -0.8800
C 0.528 2.947 0.048 -0.6857
C -0.499 2.452 -3.201 0.4547
C -1.962 2.249 -3.447 -1.2921
O 0.171 3.152 -3.912 -0.6218
P -2.433 -2.914 -1.596 1.1527
N -2.605 -4.382 -1.080 -0.8539
O -3.878 -2.145 -1.541 -0.5686
O -2.205 -2.904 -3.219 -0.4370
H -3.373 -1.622 3.243 0.1904
H -1.941 -0.643 2.801 0.0858
H -1.780 -2.175 3.721 0.3498
H -3.118 -2.310 1.002 0.2632
H -2.318 -3.533 1.943 0.3078
H -0.474 -3.236 0.856 0.2550
H -2.394 0.594 -1.126 -0.0554
H -0.074 -1.610 -2.898 0.7257
H -1.455 -0.513 -2.699 0.2460
H 1.486 0.181 -2.199 0.5793
H 0.573 0.445 -3.655 0.3901
H 1.959 1.961 -1.242 0.3854
H 1.288 3.426 -1.920 0.4943
H -0.561 2.860 0.087 0.2314
H 0.834 3.973 0.278 0.2896
H 0.961 2.312 0.824 0.1502
H -2.549 2.360 -2.535 0.3703
H -2.112 1.245 -3.864 0.2074
H -2.278 2.950 -4.224 0.3932
H -1.939 -4.619 -0.355 0.2594
H -4.561 -2.728 -1.904 0.3305
H -3.030 -2.764 -3.702 0.2938
O -1.623 1.364 -6.433 -0.5224
C -1.077 1.995 -7.291 0.4390
O -1.591 2.124 -8.539 -0.4061
C -0.668 2.847 -9.380 -0.3820
C 0.206 3.647 -8.424 -0.2762
C 0.242 2.733 -7.201 -0.1717
H -0.085 2.125 -9.954 0.2241
H -1.247 3.461 -10.066 0.3373
H 1.183 3.883 -8.836 0.0496
H -0.293 4.583 -8.165 0.2885
H 1.043 1.994 -7.263 0.2646
H 0.309 3.245 -6.244 0.1441
O -3.286 -1.477 6.014 -0.5610
C -4.258 -2.181 6.094 0.5790
O -5.014 -2.475 5.013 -0.3453
C -6.168 -3.246 5.397 -0.4055
C -5.782 -3.894 6.720 -0.3239
C -4.851 -2.840 7.327 -0.3335
H -7.021 -2.568 5.489 0.2733
H -6.372 -3.964 4.607 0.1540
H -6.644 -4.151 7.331 0.4215
H -5.217 -4.800 6.497 0.0902
H -5.388 -2.080 7.899 0.2885
H -4.060 -3.253 7.943 0.2103
O 1.718 4.852 2.399 -0.5729
C 1.211 4.338 3.352 0.6802
O 1.451 3.047 3.664 -0.3194
C 0.632 2.629 4.767 -0.3254
C 0.266 3.920 5.497 -0.5314
C 0.225 4.924 4.346 -0.5729
H -0.241 2.111 4.366 0.2347
H 1.209 1.931 5.369 0.2716
H -0.663 3.840 6.058 0.3391
H 1.062 4.190 6.193 0.2692
H -0.753 4.959 3.863 0.2615
H 0.524 5.933 4.619 0.3120
O 2.474 2.704 -10.463 -0.5297
C 3.267 3.530 -10.803 0.5263
O 2.921 4.831 -10.959 -0.3626
C 4.032 5.592 -11.461 -0.4348
C 5.272 4.785 -11.086 -0.4835
C 4.737 3.354 -11.139 -0.4476
H 3.915 5.693 -12.542 0.2630
H 3.996 6.580 -11.009 0.3041
H 6.116 4.975 -11.745 0.3243
H 5.575 5.027 -10.067 0.2681
H 4.803 2.919 -12.137 0.2609
H 5.203 2.679 -10.427 0.3210
O 6.902 -4.596 -4.525 -0.6007
C 5.873 -4.524 -3.914 0.4859
O 5.688 -3.632 -2.921 -0.3608
C 4.400 -3.828 -2.291 -0.3192
C 3.559 -4.554 -3.334 -0.3732
C 4.620 -5.366 -4.076 -0.4239
H 4.550 -4.425 -1.390 0.1855
H 4.000 -2.860 -2.006 0.2960
H 2.758 -5.139 -2.891 0.3339
H 3.105 -3.827 -4.007 0.2174
H 4.805 -6.335 -3.606 0.2442
H 4.407 -5.519 -5.131 0.2885
O -2.460 -3.093 11.386 -0.6054
C -1.832 -2.515 10.546 0.4349
O -2.250 -2.430 9.265 -0.2359
C -1.261 -1.767 8.446 -0.3368
C -0.422 -0.954 9.427 -0.4876
C -0.495 -1.809 10.691 -0.4575
H -0.677 -2.540 7.942 0.1928
H -1.770 -1.176 7.694 0.3101
H 0.587 -0.770 9.066 0.3525
H -0.900 0.009 9.608 0.2705
H 0.284 -2.574 10.720 0.2493
H -0.470 -1.243 11.618 0.2923
O -4.666 -6.557 5.144 -0.6422
C -4.911 -6.465 3.973 0.6322
O -6.167 -6.232 3.528 -0.3919
C -6.199 -6.255 2.084 -0.5450
C -4.770 -5.967 1.645 -0.1447
C -3.969 -6.586 2.792 -0.5257
H -6.542 -7.244 1.772 0.3089
H -6.918 -5.510 1.752 0.3448
H -4.536 -6.364 0.662 0.3716
H -4.599 -4.893 1.611 -0.0196
H -3.762 -7.647 2.635 0.3158
H -3.036 -6.070 3.005 0.2707
O 6.808 6.388 5.158 -0.6065
C 6.317 6.045 4.120 0.4820
O 4.997 6.164 3.874 -0.3445
C 4.660 5.586 2.592 -0.2403
C 5.967 5.596 1.806 -0.4965
C 7.001 5.420 2.916 -0.3905
H 4.281 4.578 2.758 0.1323
H 3.870 6.178 2.144 0.2931
H 5.997 4.830 1.034 0.3340
H 6.104 6.567 1.327 0.2725
H 7.188 4.369 3.145 0.2394
H 7.949 5.916 2.727 0.3021


120
Properties=species:S:1:pos:R:3:mulliken_spin:R:1 method="wB97M-V/def2-TZVPD" e_tot_ha=-3002.74621 gap_ha="0.1088 / 0.2302" charge=+1 s_squared=3.832 multiplicity=4 molar_mass_g_mol=728.01 homo_energy_ha="-0.2179 / -0.3394" e_lumo_ev="-2.97 / -2.97"
V -1.532 -0.500 -0.443 1.5154
N -0.914 0.462 1.359 0.0916
C -1.991 0.515 2.364 0.0493
C -2.588 -0.878 2.465 -0.0373
N -3.281 -1.240 1.209 -0.0198
C -4.630 -0.663 1.252 0.0382
C -5.471 -0.799 -0.004 0.0214
N -4.769 -0.274 -1.163 0.0460
C -3.296 -2.696 0.985 0.0223
C -3.209 -3.039 -0.493 0.0082
N -1.963 -2.464 -1.017 -0.0051
H -0.262 -0.279 1.720 -0.0364
H -0.369 1.321 1.348 0.0245
H -2.743 1.242 2.042 -0.0190
H -1.617 0.833 3.343 0.0005
H -3.265 -0.936 3.328 -0.0025
H -1.767 -1.579 2.624 0.0053
H -4.521 0.402 1.475 -0.0243
H -5.184 -1.105 2.094 0.0000
H -6.429 -0.301 0.201 -0.0003
H -5.712 -1.847 -0.189 -0.0008
H -4.686 0.736 -1.135 -0.0224
H -5.249 -0.504 -2.025 0.0012
H -4.183 -3.165 1.430 0.0021
H -2.422 -3.116 1.490 -0.0099
H -4.029 -2.596 -1.053 -0.0005
H -3.244 -4.125 -0.620 -0.0017
H -1.827 -2.691 -1.996 0.0256
H -1.159 -2.836 -0.492 -0.0012
C 5.466 -4.459 -0.097 0.0023
C 4.885 -3.433 -1.079 -0.0239
C 4.968 -4.007 -2.494 0.0008
C 5.725 -2.150 -1.032 0.0111
C 3.446 -3.118 -0.680 -0.0402
C 2.333 -3.492 -1.466 0.2080
C 1.080 -3.152 -1.017 -0.0659
N 0.775 -2.487 0.109 0.1976
C 1.847 -2.163 0.914 0.1425
C 3.171 -2.477 0.493 0.1028
C 1.626 -1.592 2.201 0.1482
C 2.685 -0.992 2.953 0.0690
C 2.518 -0.579 4.243 -0.0403
C 1.235 -0.782 4.827 0.1906
C 0.241 -1.291 4.032 -0.0767
N 0.364 -1.657 2.751 0.1614
C 3.660 0.010 5.066 0.0083
C 4.734 0.648 4.180 0.0074
C 4.297 -1.130 5.875 -0.0017
C 3.138 1.077 6.036 -0.0017
H 6.500 -4.689 -0.358 0.0009
H 4.892 -5.386 -0.121 -0.0004
H 5.449 -4.080 0.925 -0.0005
H 6.013 -4.168 -2.760 -0.0003
H 4.534 -3.327 -3.228 0.0003
H 4.457 -4.968 -2.570 0.0004
H 6.746 -2.361 -1.353 0.0010
H 5.772 -1.735 -0.025 -0.0013
H 5.307 -1.389 -1.692 -0.0046
H 2.431 -4.029 -2.396 0.0261
H 0.256 -3.437 -1.662 -0.0019
H 3.987 -2.246 1.162 0.0098
H 3.637 -0.837 2.470 0.0099
H 1.025 -0.538 5.857 0.0273
H -0.754 -1.415 4.459 -0.0004
H 5.260 -0.093 3.578 -0.0024
H 5.478 1.141 4.806 0.0012
H 4.304 1.393 3.509 -0.0010
H 4.689 -1.900 5.210 0.0032
H 3.563 -1.595 6.534 0.0021
H 5.116 -0.751 6.488 -0.0001
H 2.537 1.825 5.515 0.0044
H 3.977 1.587 6.511 -0.0007
H 2.529 0.644 6.829 0.0011
C -2.573 -0.888 -4.160 0.0055
C -2.496 0.599 -4.509 -0.0012
C -3.733 1.347 -4.008 0.0006
C -1.224 1.303 -4.078 -0.0155
C -0.644 2.167 -5.004 0.0229
C 0.533 2.842 -4.738 -0.0280
C 1.172 2.627 -3.527 0.0195
C 0.633 1.782 -2.567 -0.0276
C 1.406 1.537 -1.287 -0.0584
C 2.600 0.621 -1.558 -0.0158
C 1.851 2.828 -0.602 -0.0027
C -0.603 1.139 -2.826 0.0833
N -1.196 0.407 -1.801 -0.0085
H -3.389 -1.351 -4.718 -0.0002
H -2.751 -1.029 -3.095 0.0428
H -1.648 -1.400 -4.432 -0.0003
H -2.499 0.660 -5.602 -0.0010
H -3.739 1.367 -2.918 0.0074
H -4.648 0.867 -4.362 -0.0001
H -3.734 2.377 -4.375 0.0007
H -1.124 2.290 -5.968 -0.0005
H 0.967 3.499 -5.479 -0.0019
H 2.120 3.113 -3.333 -0.0007
H 0.744 1.003 -0.599 0.1136
H 3.286 1.082 -2.272 0.0010
H 2.273 -0.336 -1.966 0.0027
H 3.144 0.419 -0.636 -0.0006
H 2.584 3.372 -1.198 0.0005
H 2.319 2.602 0.358 -0.0003
H 1.009 3.502 -0.424 0.0027
N -3.410 5.496 -0.899 0.0002
C -2.495 4.730 -1.828 -0.0015
C -1.940 3.546 -1.066 -0.0206
N -3.046 2.743 -0.596 -0.0562
C -3.859 3.440 0.366 -0.0081
C -4.504 4.625 -0.337 0.0013
H -3.806 6.310 -1.373 -0.0001
H -2.846 5.850 -0.120 0.0002
H -1.725 5.416 -2.176 0.0000
H -3.104 4.391 -2.665 0.0003
H -1.293 3.908 -0.246 -0.0023
H -1.320 2.960 -1.746 0.0150
H -2.733 1.800 -0.358 0.1874
H -3.290 3.811 1.239 -0.0005
H -4.653 2.796 0.747 0.0007
H -5.111 5.239 0.327 -0.0001
H -5.096 4.288 -1.186 0.0000


Q: Look up the charge of the first one.
A: -1


Q: Among the records above, which one has the highest charge?
A: C40H70N9V


Q: Which of these has the lowest charge?
A: C40H70BrClN3O19P2S